(1)
A single C3H7NOS molecule at a distorted geometry, computed with wB97M-V/def2-TZVPD.

The HOMO energy comes out at -9.18 eV. The total charge is 0. The LUMO energy is 0.0252 Ha. As for the orbital gap: 9.87 eV. As for the structure (SMILES): NC(=O)CCS. The maximum force is 5.31 eV/Å.

XYZ file:
```
13
Properties=species:S:1:pos:R:3:forces:R:3
C 0.1483 -0.1277 -0.6488 1.39 2.79 4.31
C -0.3080 -1.3557 0.2493 1.95 -1.02 -4.69
S 1.0704 -2.6474 -0.0458 -1.44 -0.93 0.22
C -0.6850 1.1397 -0.1656 -1.51 -2.27 -1.33
N -0.1251 2.2288 0.4510 -0.59 0.49 0.74
O -1.8767 0.9999 -0.3877 0.06 1.12 0.23
H 1.2012 0.1616 -0.3817 -0.54 -0.68 -0.20
H 0.1570 -0.1610 -1.7177 -0.69 -0.73 -0.46
H -0.3734 -1.3778 1.2967 -0.45 1.12 1.15
H -1.1584 -1.8076 -0.2981 0.24 0.21 0.91
H 2.1539 -1.9448 -0.2701 0.37 0.91 -0.02
H -0.8177 2.9426 0.8269 1.23 -1.56 -0.64
H 0.6136 1.9496 1.0917 -0.02 0.56 -0.22
```
Forces are in eV/Å.


(2)
A single C2H5NS molecule at a distorted geometry, computed with wB97M-V/def2-TZVPD.

The HOMO energy comes out at -8.32 eV. The total charge is 0. The LUMO energy is 0.0180 Ha. As for the orbital gap: 8.81 eV. As for the structure (SMILES): CNC=S. The maximum force is 8.59 eV/Å.

XYZ file:
```
9
Properties=species:S:1:pos:R:3:forces:R:3
C -0.9686 -0.7226 0.0512 8.38 -0.91 -1.64
C 1.1597 0.7655 0.1836 -0.10 -3.64 -2.48
H -1.9060 -0.5586 -0.2368 -3.63 0.57 -1.34
H -0.8404 -1.0938 1.0167 -0.22 -0.27 1.85
H -0.2987 -1.4851 -0.5581 -2.07 1.10 0.69
H -0.8292 1.1848 -0.4567 0.75 1.83 0.25
H 1.4460 1.7369 0.1499 0.74 3.08 0.34
N -0.1258 0.5711 -0.1099 -2.87 -2.36 1.20
S 2.3630 -0.3983 -0.0400 -0.98 0.60 1.13
```
Forces are in eV/Å.


(3)
2 unconnected molecules or ions with the total composition C4H13N2O2 at a distorted geometry, computed with wB97M-V/def2-TZVPD.

The HOMO energy comes out at -13.35 eV. The total charge is +1. The LUMO energy is -0.1210 Ha. As for the orbital gap: 10.05 eV. The maximum force is 4.26 eV/Å.

XYZ file:
```
21
Properties=species:S:1:pos:R:3:forces:R:3
N -1.1165 0.3055 -1.3477 2.27 -2.99 1.35
C 0.2093 0.6967 -0.6517 1.31 0.70 0.63
C 0.6588 1.9982 -1.2659 1.38 0.17 -1.24
C -0.0864 1.0287 0.7911 -2.14 -0.72 3.61
N 0.2237 0.1995 1.8517 0.91 0.56 -1.25
C 0.9709 -1.0111 1.7524 1.52 -1.80 -0.62
O -0.7885 1.9750 1.1319 0.21 0.59 -1.84
H -1.2825 -0.7246 -0.9938 -0.52 1.97 -0.60
H -1.7504 1.0276 -1.0497 -1.00 0.09 0.27
H -1.0374 0.2755 -2.3681 0.09 0.21 0.18
H 1.0270 -0.0472 -0.6563 -1.05 -0.22 -0.65
H -0.2001 2.6554 -1.1840 -0.25 0.27 -1.07
H 1.3959 2.6331 -0.7332 -0.07 -1.12 0.21
H 1.1565 1.7325 -2.2605 -1.24 1.00 0.90
H 0.0080 0.6648 2.7263 0.08 -0.37 -0.04
H 1.8943 -0.9432 1.1267 -0.91 0.26 -0.20
H 0.3380 -1.8319 1.3919 0.34 0.25 -0.14
H 1.4868 -1.4410 2.6166 -0.78 0.84 0.75
H -1.3218 -3.1630 0.4038 -0.30 0.46 0.40
H -0.7619 -3.3897 -0.9310 -0.05 0.91 -0.01
O -1.0238 -2.6411 -0.3506 0.22 -1.07 -0.65
```
Forces are in eV/Å.


(4)
2 unconnected molecules or ions with the total composition C3H7INP at a distorted geometry, computed with wB97M-V/def2-TZVPD.

The HOMO energy comes out at -9.50 eV. The total charge is 0. The LUMO energy is -0.0098 Ha. As for the orbital gap: 9.24 eV. As for the structure (SMILES): [H]/P=N\CC=C.I. The maximum force is 4.10 eV/Å.

XYZ file:
```
13
Properties=species:S:1:pos:R:3:forces:R:3
C 0.5463 -0.5903 -0.6962 -0.31 -2.12 -1.10
C -0.3674 1.1225 0.7966 -0.31 -0.19 2.83
C -0.5408 0.3611 -0.2365 1.55 -0.03 -2.10
N 1.6765 -0.9033 0.1666 -4.01 0.06 0.45
P 3.0515 -0.3403 0.1595 3.92 1.20 0.08
I -3.7990 -1.2469 1.0771 0.24 0.21 -0.15
H 0.0982 -1.6279 -0.7627 -0.02 1.15 -0.74
H 0.9427 -0.2537 -1.6863 -0.50 -0.28 0.42
H -1.2743 1.6246 1.0698 0.16 1.16 0.48
H 0.4231 0.9383 1.5548 -0.56 0.39 -0.68
H -1.3417 0.7068 -0.9283 0.52 -1.14 0.24
H -2.5696 -0.3524 0.4838 -0.37 -0.34 0.25
H 3.1546 0.5614 -0.9983 -0.31 -0.07 0.02
```
Forces are in eV/Å.


(5)
A molecular structure, C20H22N8O2STi, computed with wB97M-V/def2-TZVPD.

The HOMO energy comes out at -14.31 eV. The total charge is +2. The LUMO energy is -0.2670 Ha. As for the orbital gap: 7.04 eV. The maximum force is 0.75 eV/Å.

XYZ file:
```
54
Properties=species:S:1:pos:R:3:forces:R:3
Ti -0.1843 0.1403 -0.0283 -0.19 -0.37 -0.08
N -2.9293 -3.2980 0.3845 0.03 0.10 0.12
C -2.3026 -2.1228 0.4517 -0.12 -0.19 -0.09
S -1.5945 -1.5183 -1.0355 0.18 0.30 0.08
N -2.2883 -1.4832 1.5922 0.11 0.20 -0.11
N -1.6257 -0.2960 1.5077 -0.11 -0.16 0.23
C -1.5885 0.4213 2.5701 0.02 0.02 0.00
C -0.8505 1.6752 2.4958 -0.06 -0.08 0.04
C -0.8769 2.6189 3.5059 0.06 0.00 -0.09
C -0.2004 3.8166 3.3134 -0.02 -0.05 0.01
C 0.4587 4.0279 2.1153 0.04 -0.03 -0.10
C 0.4485 3.0298 1.1541 0.00 -0.01 0.03
N -0.1745 1.8614 1.3395 -0.08 -0.01 0.03
H -2.9997 -3.8100 -0.4765 0.01 0.00 -0.02
H -3.4210 -3.6334 1.1986 0.00 -0.02 -0.01
H -2.0887 0.0922 3.4749 -0.03 0.04 -0.03
H -1.4232 2.4200 4.4168 -0.01 -0.01 0.01
H -0.1988 4.5745 4.0844 0.00 0.01 0.01
H 0.9856 4.9494 1.9150 0.00 0.01 0.01
H 0.9538 3.1613 0.2084 0.00 0.04 0.02
N 0.1127 1.3489 -3.1022 -0.07 -0.03 0.01
C 1.3229 1.2908 -2.4430 0.11 0.05 -0.13
C 2.4986 1.4135 -3.2033 -0.15 -0.01 0.08
C 3.7099 1.4032 -2.5661 0.02 -0.01 0.09
C 3.7535 1.2828 -1.1690 -0.02 0.00 -0.04
C 2.5772 1.1375 -0.4968 -0.11 0.07 -0.05
N 1.3587 1.1207 -1.1172 0.21 -0.13 0.03
C -1.1145 1.7625 -2.5878 0.03 0.02 -0.15
C -2.0134 2.4120 -3.4403 0.05 -0.06 0.11
C -3.2277 2.8113 -2.9367 0.01 -0.02 0.05
C -3.5206 2.5726 -1.5913 0.04 -0.03 0.02
C -2.5878 1.9242 -0.8278 -0.01 0.00 0.01
N -1.3964 1.5047 -1.3145 0.15 -0.03 0.11
H 0.1948 1.4589 -4.1008 0.01 0.01 -0.02
H 2.4293 1.5402 -4.2749 0.00 0.00 -0.02
H 4.6224 1.5068 -3.1375 0.01 0.01 0.00
H 4.6867 1.2954 -0.6260 0.01 -0.01 0.00
H 2.5573 1.0204 0.5785 0.04 0.02 -0.01
H -1.7392 2.6033 -4.4685 -0.01 0.00 -0.02
H -3.9401 3.3146 -3.5753 -0.02 0.01 0.00
H -4.4587 2.8755 -1.1514 -0.02 0.01 -0.02
H -2.7767 1.6955 0.2129 -0.03 0.02 -0.03
N 1.7770 -2.0761 -1.6284 -0.04 0.02 -0.09
C 1.6632 -3.1147 -0.5956 0.01 -0.03 0.04
C 2.4668 -2.7647 0.6468 0.07 -0.05 0.26
C 2.1389 -1.4466 1.2869 -0.50 0.26 -0.50
O 2.7747 -0.8056 2.0555 0.14 -0.12 0.10
O 0.9138 -0.9205 0.8442 0.21 0.20 0.16
H 1.2101 -2.3458 -2.4257 -0.01 -0.01 0.00
H 2.7312 -2.0402 -1.9756 0.02 0.01 0.03
H 1.9905 -4.1005 -0.9390 0.01 0.05 -0.01
H 0.6088 -3.2075 -0.3348 0.00 0.01 0.01
H 3.5448 -2.7621 0.4708 -0.02 0.01 -0.05
H 2.3008 -3.5242 1.4180 0.02 -0.01 -0.03
```
Forces are in eV/Å.


(6)
12 unconnected molecules or ions with the total composition C23H70O12 at a distorted geometry, computed with wB97M-V/def2-TZVPD.

Its spin multiplicity is 2. The HOMO energy (spin up / spin down) comes out at 0.39 / -7.16 eV. The total charge is -1. The LUMO energy (spin up / spin down) is 0.0719 / 0.0687 Ha. As for the orbital gap (spin up / spin down): 1.56 / 9.02 eV. As for the expectation value of S²: 0.7504. The maximum force is 3.23 eV/Å.

XYZ file:
```
105
Properties=species:S:1:pos:R:3:forces:R:3
C -4.1546 -1.0785 -0.0154 0.38 0.41 -0.16
O -3.2287 -1.2926 1.0270 -0.76 -0.04 0.86
H -3.8111 -0.2332 -0.6117 -0.10 0.05 -0.40
H -4.3043 -1.9456 -0.6586 0.10 -0.15 -0.06
H -5.1232 -0.7904 0.3931 0.09 -0.13 0.30
H -2.3551 -1.5344 0.7106 0.29 -0.03 -0.45
C 1.6695 -5.1817 1.3899 -0.87 0.47 0.21
C 2.0903 -3.8370 0.8029 -0.84 -0.71 -0.44
O 3.4690 -3.8678 0.6216 1.65 0.02 0.32
H 0.6272 -5.1362 1.7056 -0.21 0.17 -0.06
H 2.2007 -5.4319 2.3082 0.39 -0.04 -0.25
H 1.6979 -5.9774 0.6456 0.46 -0.01 0.09
H 1.7425 -2.9843 1.3860 0.12 -0.04 0.34
H 1.6572 -3.7397 -0.1926 -0.54 0.07 -0.09
H 3.8334 -2.9867 0.5096 -0.15 0.06 -0.12
C -2.0727 -2.5815 4.7995 0.21 0.78 -0.44
C -1.1978 -1.7734 3.8111 -0.26 -0.81 0.96
O -0.5777 -2.6832 2.9233 -0.08 -0.09 0.27
H -1.4519 -3.2289 5.4188 0.10 0.11 0.01
H -2.8296 -3.2171 4.3400 0.00 0.23 -0.25
H -2.5553 -1.8263 5.4199 -0.20 -0.23 0.29
H -0.4559 -1.2754 4.4354 0.39 0.14 0.01
H -1.7319 -0.9726 3.2996 -0.37 -0.27 -0.21
H -0.3507 -2.2199 2.1137 0.08 0.14 -0.54
C -4.4859 -0.0619 -3.8476 0.87 -0.42 0.04
C -3.0154 -0.3432 -3.6033 0.70 0.52 -0.82
O -2.2583 0.8889 -3.6962 -0.16 -0.16 0.55
H -5.0065 -1.0134 -3.9555 -0.33 0.01 0.46
H -4.5790 0.4256 -4.8181 -0.11 0.35 0.16
H -4.8093 0.5639 -3.0158 -0.60 -0.03 -0.26
H -2.6145 -1.0131 -4.3640 -0.15 -0.32 0.01
H -2.7797 -0.8004 -2.6424 -0.23 0.14 0.05
H -1.9609 0.9882 -4.6035 0.03 -0.04 -0.10
C 0.4094 -1.6895 -3.9667 0.06 0.19 0.60
C 0.4095 -2.6880 -2.8162 2.08 0.17 -2.47
O -0.7764 -2.6272 -2.1566 -0.96 0.17 2.07
H 1.3755 -1.7482 -4.4681 -0.09 0.24 -0.33
H 0.2335 -0.7033 -3.5369 0.28 0.25 -0.07
H -0.4397 -1.8435 -4.6325 0.21 -0.37 -0.23
H 1.2941 -2.5051 -2.2062 -0.30 0.23 0.62
H 0.6130 -3.6672 -3.2496 -0.24 -0.44 0.10
H -1.4180 -3.0857 -2.7039 -0.84 -0.43 -0.26
C 3.7725 1.6243 1.0283 -0.70 0.08 0.71
C 4.1258 1.1322 2.4331 1.34 -0.66 -1.60
O 3.5305 1.9314 3.4099 -0.67 -0.11 0.55
H 2.6865 1.6245 0.9354 -0.15 0.20 0.05
H 4.1038 0.9996 0.1988 0.52 0.01 0.27
H 4.1232 2.6530 0.9454 0.03 -0.02 -0.34
H 5.2054 1.1929 2.5710 0.33 0.02 -0.14
H 3.9022 0.0727 2.5579 -0.48 -0.08 0.03
H 3.5788 1.3944 4.2042 -0.22 0.39 0.38
C 1.4343 4.3766 -1.2622 -0.49 0.18 0.43
C 2.5273 5.4313 -1.2664 -0.11 -1.19 -0.24
O 2.6879 5.8976 -2.6022 0.42 0.25 0.24
H 1.6147 3.5273 -1.9212 0.38 0.19 -0.11
H 0.4709 4.7839 -1.5687 0.00 0.16 0.05
H 1.3227 3.9703 -0.2569 -0.08 0.03 0.15
H 3.4448 4.9333 -0.9528 0.25 -0.02 0.12
H 2.3732 6.2445 -0.5572 -0.38 0.10 -0.04
H 3.6349 6.0453 -2.6577 -0.02 0.27 -0.54
C -3.1606 -5.9526 0.1692 0.07 0.60 0.18
C -2.3826 -4.7868 0.8148 0.16 -0.24 -0.76
O -2.3219 -4.8592 2.2076 -0.53 -0.76 0.76
H -3.1100 -5.8843 -0.9175 0.08 0.19 -0.04
H -4.2174 -5.9452 0.4360 -0.02 0.10 0.16
H -2.7641 -6.9347 0.4271 0.21 0.11 0.26
H -2.7705 -3.7953 0.5810 -0.51 -0.12 -0.61
H -1.3581 -4.7820 0.4427 0.23 -0.19 -0.44
H -1.9432 -4.0177 2.4723 0.40 0.19 0.43
C 3.9439 1.8066 -3.0377 0.57 -0.35 1.06
C 3.0195 0.5501 -2.9556 0.13 2.64 -0.15
O 3.7710 -0.5863 -3.1596 0.25 -1.07 -0.51
H 4.9009 1.5188 -2.6025 0.11 -0.05 0.32
H 3.6028 2.6609 -2.4529 -0.28 0.02 -0.12
H 4.2398 2.1653 -4.0236 -0.63 -0.23 -0.34
H 2.2630 0.7584 -3.7123 -0.44 -0.69 -0.03
H 2.5342 0.4489 -1.9849 0.05 0.21 0.00
H 4.0907 -0.5015 -4.0608 0.27 -0.45 -0.18
C -0.0645 0.5952 1.1050 -0.14 0.13 -0.03
C -0.0890 -0.3469 -0.1010 0.11 1.76 1.35
O -0.4878 -1.5969 0.3975 0.19 -0.20 -0.17
H 0.3252 1.5884 0.8822 -0.03 0.02 -0.23
H 0.5322 0.1981 1.9262 0.18 -0.19 -0.06
H -1.0762 0.7152 1.4924 -0.06 -0.01 0.00
H 0.9058 -0.3863 -0.5448 0.03 -0.18 -0.26
H -0.8202 0.0298 -0.8162 0.10 -0.06 -0.36
H -0.4377 -2.1264 -0.4016 -0.49 -1.26 -0.47
C 0.4861 4.2095 3.2928 -0.26 0.00 0.90
C 1.6702 4.9224 3.9574 -0.42 -0.66 -0.50
O 2.8271 4.6216 3.2381 1.04 1.11 -0.81
H 0.6073 3.1283 3.3606 0.10 -0.10 -0.03
H 0.3646 4.4640 2.2399 0.23 0.21 0.06
H -0.4463 4.4461 3.8055 -0.14 0.04 -0.01
H 1.8768 4.6406 4.9898 -0.69 -0.22 0.35
H 1.4989 5.9988 3.9672 0.24 0.09 -0.24
H 2.9787 3.6746 3.1959 -0.11 -0.33 0.26
C -2.3579 3.1827 -0.9255 0.07 0.29 -0.16
C -3.2383 2.7287 0.2091 0.92 -0.23 -0.86
O -3.5151 3.7868 1.0904 -0.40 0.15 0.42
H -2.9472 3.8007 -1.6029 0.15 -0.04 -0.34
H -1.9647 2.3034 -1.4357 0.02 0.19 -0.37
H -1.5434 3.8001 -0.5466 0.14 -0.12 0.04
H -2.6540 1.9532 0.7044 -0.68 -0.09 0.54
H -4.1495 2.3600 -0.2619 -0.19 -0.55 0.46
H -4.1371 4.3283 0.5991 -0.06 0.38 0.26
```
Forces are in eV/Å.


Question: Which formula does entry 6 have?
Answer: C23H70O12


What did the second record say?
A single C2H5NS molecule at a distorted geometry, computed with wB97M-V/def2-TZVPD.

The HOMO energy comes out at -8.32 eV. The total charge is 0. The LUMO energy is 0.0180 Ha. As for the orbital gap: 8.81 eV. As for the structure (SMILES): CNC=S. The maximum force is 8.59 eV/Å.

XYZ file:
```
9
Properties=species:S:1:pos:R:3:forces:R:3
C -0.9686 -0.7226 0.0512 8.38 -0.91 -1.64
C 1.1597 0.7655 0.1836 -0.10 -3.64 -2.48
H -1.9060 -0.5586 -0.2368 -3.63 0.57 -1.34
H -0.8404 -1.0938 1.0167 -0.22 -0.27 1.85
H -0.2987 -1.4851 -0.5581 -2.07 1.10 0.69
H -0.8292 1.1848 -0.4567 0.75 1.83 0.25
H 1.4460 1.7369 0.1499 0.74 3.08 0.34
N -0.1258 0.5711 -0.1099 -2.87 -2.36 1.20
S 2.3630 -0.3983 -0.0400 -0.98 0.60 1.13
```
Forces are in eV/Å.


Question: The highest maximum force belongs to which entry?
Answer: C2H5NS


Question: What is the total charge in the fourth record?
Answer: 0